Arrangement a

{"formula": "CH5N2P", "method": "wB97M-V/def2-TZVPD", "homo_energy_ev": -7.45, "charge": 0, "mol_weight_g_mol": 76.04, "multiplicity": 1, "species": ["C", "N", "N", "P", "H", "H", "H", "H", "H"], "positions_angstrom": [[-2.5402, 0.4213, 0.6674], [2.8834, -0.1081, -0.8340], [-1.5036, -0.3076, 0.6339], [-0.2840, -1.1865, 0.7288], [-2.9893, 0.8105, 1.5431], [2.4584, -0.9840, -0.6010], [-2.9901, 0.6711, -0.3277], [2.4342, 0.1016, -1.7208], [2.5311, 0.5817, -0.0898]]}

Arrangement b

{"formula": "CH5N2P", "method": "wB97M-V/def2-TZVPD", "homo_energy_ev": -7.22, "charge": 0, "mol_weight_g_mol": 76.04, "multiplicity": 1, "species": ["C", "N", "N", "P", "H", "H", "H", "H", "H"], "positions_angstrom": [[2.0658, 0.9389, 1.4660], [-1.7734, -1.0262, -1.7817], [0.8589, 1.0591, 1.1237], [-0.5130, 1.2580, 0.4757], [2.6932, 0.0380, 1.5111], [-2.5608, -1.4528, -2.3331], [2.5354, 1.7860, 2.1333], [-2.2142, -0.9125, -0.8478], [-1.0918, -1.6885, -1.7471]]}

Which is most stable? The ranking, best first, is arrangement a, arrangement b.